1.
13
Properties=species:S:1:pos:R:3:lowdin_charge:R:1 method="wB97M-V/def2-TZVPD" mol_weight_g_mol=115.088 smiles="CC(=O)C(=O)C(N)=O" homo_energy_ev=-9.6
O -1.0973 1.8158 0.0306 0.1435
O -0.5461 -1.6003 -0.5466 0.0680
O 1.3569 0.9770 1.4852 0.1202
N -2.2736 -0.6871 0.6342 0.1760
C 1.0203 0.6745 0.3390 -0.3763
C 1.9353 0.0980 -0.7023 -0.0012
C -0.4038 0.8314 -0.0621 -0.2153
C -1.0513 -0.6610 0.0360 -0.4328
H -2.6004 0.1459 1.1175 0.1129
H -2.8731 -1.4950 0.5387 0.1188
H 2.0896 -0.9669 -0.5193 0.0979
H 2.9025 0.6045 -0.6431 0.0944
H 1.5410 0.2633 -1.7078 0.0937

2.
13
Properties=species:S:1:pos:R:3:lowdin_charge:R:1 method="wB97M-V/def2-TZVPD" mol_weight_g_mol=115.088 homo_energy_ev=-7.9
O 0.5121 -1.8947 0.2247 -0.0461
O 2.3423 -0.0090 -0.3849 -0.0711
O -2.2961 -0.7197 -0.2173 0.0492
N 0.3270 1.6715 0.2469 -0.0366
C -0.9659 1.5146 0.0282 -0.1387
C 0.0368 -0.5592 0.0471 -0.2071
C -1.2490 0.1086 -0.0931 -0.2374
C 1.0343 0.4493 0.2286 -0.2028
H 0.8690 2.5558 -0.4991 0.2917
H -1.6254 2.3846 0.3900 0.1420
H 1.0329 -2.0711 1.1111 0.1810
H -2.1067 -1.6720 -0.3905 0.1352
H 1.9376 -0.9905 -0.5841 0.1408

3.
13
Properties=species:S:1:pos:R:3:lowdin_charge:R:1 method="wB97M-V/def2-TZVPD" mol_weight_g_mol=115.088 smiles="O=C1NOC[C@@H]2O[C@@H]12" homo_energy_ev=-9.8
O 1.0933 -0.5116 -0.6011 -0.2400
O 1.0946 1.8149 1.9936 0.1076
O -1.9901 0.7619 -0.2102 0.0622
N 1.1925 -0.1938 0.8340 0.0663
C -0.5609 1.0050 0.0470 -0.1261
C -0.2399 -1.1235 -0.9640 -0.0534
C 0.6452 1.1473 1.0848 -0.3299
C -1.1095 -0.2478 -0.0552 -0.4132
H -1.6871 -0.7787 0.8419 0.2008
H -0.1391 -2.2752 -0.7170 0.1597
H 2.3398 0.2317 0.7116 0.2508
H -0.0276 1.1126 -0.9924 0.1890
H -0.6113 -0.9427 -1.9731 0.1263

4.
13
Properties=species:S:1:pos:R:3:lowdin_charge:R:1 method="wB97M-V/def2-TZVPD" mol_weight_g_mol=115.088 smiles=Oc1cc(O)c(O)[nH]1 homo_energy_ev=-8.5
O 1.7152 -1.5891 -0.3375 -0.1232
O 1.8140 1.7309 -0.0758 -0.1116
O -2.6557 -0.0297 -0.0485 -0.0037
N -0.5167 -1.2251 -0.0288 0.1005
C 0.8564 -0.6541 0.4750 -0.2079
C 0.7794 0.6766 0.4101 -0.1794
C -0.5527 1.1237 -0.0927 -0.0006
C -1.2497 -0.0222 -0.0496 -0.4133
H -3.1327 0.8749 -0.2055 0.1569
H -0.9589 -2.3032 0.3200 0.2566
H 2.5277 -1.9454 0.3870 0.1991
H 2.6128 1.2887 -0.6953 0.1749
H -1.2391 2.0740 -0.0585 0.1519

Which of them is the least stable? Correct choice: 3.

1.
24
Properties=species:S:1:pos:R:3:lowdin_charge:R:1 method="wB97M-V/def2-TZVPD" mol_weight_g_mol=162.216 smiles="Cc1ccccc1[C@H]1NC=[NH+]N1" homo_energy_ev=-12.5 total_charge=+1
N -1.9935 -0.1518 -1.1232 0.1497
N -1.8010 1.3557 0.5382 0.0613
N -2.7960 0.4421 0.8323 0.0909
C 1.2751 1.5802 -0.3085 -0.0229
C 0.3721 0.5027 -0.2117 -0.1376
C 3.1116 0.1466 0.2552 -0.0634
C -2.9246 -0.3849 -0.1714 -0.0337
C 0.9070 -0.7572 0.0340 -0.2612
C -1.0343 0.8495 -0.6308 -0.2080
C 2.2587 -0.8919 0.1411 -0.0617
C 2.6138 1.3996 -0.0176 -0.0626
C 0.1692 -2.0146 0.1040 -0.0431
H -1.3513 1.6943 1.3524 0.1393
H -3.4921 -1.2099 -0.0916 0.1303
H -0.7458 -2.0488 0.9075 0.1418
H 0.8045 -2.8483 0.2479 0.0662
H 2.7419 -1.8312 0.4122 0.1304
H 3.3607 2.2058 -0.0268 0.1233
H 4.1715 -0.0387 0.5444 0.1391
H -1.5445 -0.9715 -1.5429 0.1406
H -1.0251 1.7748 -1.2774 0.1640
H -0.3188 -2.1246 -0.9340 0.0944
H 0.8252 2.5623 -0.4461 0.1201
H -3.5845 0.7600 1.4126 0.2028

2.
24
Properties=species:S:1:pos:R:3:lowdin_charge:R:1 method="wB97M-V/def2-TZVPD" mol_weight_g_mol=162.216 smiles="CC(Cc1ccc(C)nc1)=[N+]=N" homo_energy_ev=-12.8 total_charge=+1
N 1.6330 -1.4737 0.1433 0.1251
N -3.5506 -1.8163 -0.2666 0.2682
N -3.0940 -0.7115 -0.2381 0.0374
C 2.4546 -0.4778 -0.1701 -0.3063
C -2.1122 1.3922 -1.0130 0.0159
C 0.8548 1.1112 0.6484 -0.0192
C 3.7310 -0.8355 -0.8333 -0.0195
C -1.3765 0.2646 1.4229 0.0477
C 2.0941 0.8490 0.1078 0.0060
C -2.3526 0.2463 -0.1227 -0.1212
C 0.4597 -1.2421 0.6700 -0.0807
C -0.0181 0.0509 0.9378 -0.2598
H 4.1008 -1.7797 -0.4416 0.0905
H -3.0331 1.9612 -1.1480 0.1107
H 3.5551 -0.9784 -1.9009 0.0966
H -0.1427 -2.1140 0.8933 0.1229
H 0.5680 2.1294 0.8721 0.1215
H 4.4806 -0.0575 -0.7141 0.0849
H -1.7868 -0.5422 2.0183 0.1122
H -1.7876 1.0362 -1.9905 0.1127
H -1.3514 2.0465 -0.6023 0.0804
H -4.5211 -1.9570 0.0151 0.1334
H -1.5862 1.2481 1.8279 0.1197
H 2.7810 1.6500 -0.1156 0.1208

Which of them is the least stable? Correct choice: 2.

1.
30
Properties=species:S:1:pos:R:3:lowdin_charge:R:1 method="wB97M-V/def2-TZVPD" mol_weight_g_mol=172.248 homo_energy_ev="-12.9 / -12.5" total_charge=+1
O 0.4997 2.9050 -0.6339 0.0869
O -2.8242 1.9156 -0.0125 0.0889
N -0.1167 0.5192 -1.9566 0.0728
C -0.5045 0.0106 -0.6331 -0.0231
C -0.9290 1.7397 -2.1520 -0.0167
C -1.5661 2.2209 0.2540 -0.0349
C -0.6009 2.4099 -0.7863 -0.4344
C 1.3051 -1.6562 -0.6973 -0.0206
C -0.2503 -1.4637 1.3044 -0.2041
C 1.4924 0.3201 0.8285 -0.0196
C 0.6175 -2.2874 2.2499 -0.0761
C 0.5136 -0.6869 0.2100 -0.5407
H -1.5202 -0.3606 -0.6296 0.1413
H 1.9724 -2.2443 -0.0758 0.0891
H -0.2089 -0.1841 -2.7043 0.2009
H -0.0172 -2.7418 3.0061 0.0835
H 0.6387 -2.3405 -1.2179 0.0979
H -1.9846 1.4957 -2.2472 0.1351
H 2.3380 -0.2001 1.2657 0.0943
H -0.5824 2.3343 -2.9956 0.1481
H -1.2549 2.4372 1.2688 0.1547
H 1.8787 1.0234 0.0937 0.0786
H 1.0006 0.8973 1.6062 0.0956
H 1.1311 -3.0916 1.7307 0.0749
H -0.9686 -2.1304 0.8221 0.1195
H -0.8141 -0.7407 1.8979 0.1167
H -3.3893 1.8766 0.7727 0.1499
H 0.8710 0.8165 -1.9060 0.1779
H 1.3497 -1.6666 2.7564 0.0773
H 1.9233 -1.1272 -1.4190 0.0862

2.
30
Properties=species:S:1:pos:R:3:lowdin_charge:R:1 method="wB97M-V/def2-TZVPD" mol_weight_g_mol=172.248 homo_energy_ev=-13.9 total_charge=+1
O 0.8832 -2.2359 -1.2006 0.1074
O 0.7361 -2.4320 1.2925 0.0487
N 0.5055 -1.0097 -0.9849 0.1116
C -0.2574 1.0030 -1.7967 0.1142
C 0.2160 -0.8680 -3.4299 -0.0035
C -2.5485 1.2390 0.3190 -0.0870
C -1.5562 2.3115 -0.1053 -0.2202
C -0.2098 1.6645 -0.5076 -0.1704
C 1.0753 -1.4617 1.9411 -0.4641
C 2.2991 -0.6557 1.6267 -0.0077
C 0.3401 -1.0671 3.1789 0.0013
C 0.1715 -0.2962 -2.0556 -0.2785
H 0.0417 -0.0206 3.1423 0.0888
H 0.4995 2.4973 -0.6186 0.1564
H 0.1502 0.9910 0.2709 0.1024
H -0.3525 -1.7975 -3.4632 0.0997
H 2.2846 0.3119 2.1201 0.0893
H -2.1846 0.6946 1.1880 0.0733
H -1.9537 2.8936 -0.9355 0.1150
H 2.4470 -0.5336 0.5560 0.0733
H 0.9832 -2.6340 -0.2584 0.1124
H -0.5328 -1.6992 3.3230 0.0955
H -0.6696 1.5628 -2.6281 0.1518
H -1.3747 2.9914 0.7273 0.1178
H 3.1565 -1.2132 2.0086 0.1100
H -0.1735 -0.1739 -4.1667 0.0920
H 1.0041 -1.1804 4.0357 0.1058
H -3.4907 1.7100 0.5905 0.0844
H 1.2454 -1.1211 -3.6868 0.1028
H -2.7349 0.5292 -0.4829 0.0773

Which of them is the least stable? Correct choice: 1.

1.
21
Properties=species:S:1:pos:R:3:lowdin_charge:R:1 method="wB97M-V/def2-TZVPD" mol_weight_g_mol=104.173 homo_energy_ev=-15.2 total_charge=+1
O -2.7106 -2.2014 -0.3642 -0.0372
N -0.4332 0.0059 -1.9077 0.0836
C 0.6699 0.6094 -1.0679 -0.1347
C -1.6050 -0.0644 -1.4302 0.1355
C 0.8114 0.1551 1.3883 -0.2527
C 1.6382 1.3470 1.9059 -0.0871
C 1.2131 -0.3532 -0.0311 -0.1722
H 1.2006 1.8022 2.7864 0.0816
H -2.4630 -0.4228 -1.9772 0.1167
H 2.2945 -0.4825 -0.1222 0.1208
H 0.2620 1.5349 -0.6608 0.1267
H 1.4433 0.9824 -1.7505 0.1375
H 0.8050 -1.3583 -0.1105 0.1134
H 0.8755 -0.6165 2.1420 0.1039
H -2.5324 -2.2498 0.5813 0.0644
H -0.2444 0.4697 1.2977 0.0933
H -1.8193 0.3791 -0.4638 0.1228
H 2.6806 0.9929 1.9579 0.0903
H -0.1492 -0.4061 -2.7852 0.1806
H -3.6501 -2.2043 -0.5058 0.0540
H 1.7128 2.0806 1.1177 0.0589

2.
21
Properties=species:S:1:pos:R:3:lowdin_charge:R:1 method="wB97M-V/def2-TZVPD" mol_weight_g_mol=104.173 homo_energy_ev=-11.4 total_charge=+1
O -2.0338 -1.3103 -0.4913 -0.3504
N -0.6739 -0.9962 -2.7259 0.0245
C 0.3066 0.8218 -0.3050 -0.2102
C 1.5742 -0.9434 1.6664 0.2337
C 1.4825 1.2288 0.5217 0.0927
C -1.0512 1.0712 0.3008 0.0829
C 1.9974 0.3490 1.4939 -0.0978
H 1.1553 -1.4684 0.8032 0.1090
H 1.7526 2.2732 0.7455 0.1505
H -0.8595 -0.1211 -3.1885 0.0048
H -0.9055 0.9345 1.5052 0.0568
H 0.4649 -0.2434 -0.5345 0.0917
H -1.3248 -1.1921 -1.9136 -0.0476
H -0.4972 -1.7194 -3.3997 0.0087
H -0.8921 0.7591 2.3568 0.3392
H -1.6774 0.2180 0.0868 0.0155
H 0.4121 1.2505 -1.3029 0.1516
H 2.7725 0.6424 2.1842 0.1242
H -1.4090 2.0952 0.2323 0.1326
H 1.7469 -1.4421 2.6133 0.1134
H -2.3403 -2.2075 -0.6489 -0.0258

3.
21
Properties=species:S:1:pos:R:3:lowdin_charge:R:1 method="wB97M-V/def2-TZVPD" mol_weight_g_mol=104.173 homo_energy_ev=-14.8 total_charge=+1
O 1.1027 0.2942 0.4161 -0.1054
N -1.4063 0.4997 1.2372 -0.0125
C 0.1979 -0.1999 -1.7369 -0.0532
C 2.5092 -0.9843 -1.0992 -0.0452
C 1.4817 0.1219 -1.0020 -0.4292
C -2.5712 -0.3820 1.2562 0.0018
C -1.3678 1.6453 1.7805 0.1673
H -3.3001 0.0027 1.9641 0.1008
H -2.9832 -0.5319 0.2635 0.1067
H -0.2059 -1.1429 -1.3587 0.0897
H 1.9004 1.0717 -1.3366 0.1428
H -0.4778 0.1804 0.8136 0.1091
H 3.4447 -0.7449 -0.5923 0.0893
H -2.2316 2.0232 2.3129 0.1237
H 0.3635 -0.3080 -2.8064 0.0959
H -2.2063 -1.3380 1.6378 0.1108
H 2.0894 -1.8802 -0.6338 0.0944
H 1.9110 0.0878 0.9182 0.1177
H 2.7234 -1.2102 -2.1424 0.0959
H -0.4417 2.1982 1.6891 0.1208
H -0.5321 0.5969 -1.5809 0.0789

Which of them is the least stable? Correct choice: 2.